# 1
# C33H82ClIO7SSi

A 8-piece molecular cluster, C33H82ClIO7SSi overall (ωB97M-V with the def2-TZVPD basis set, the OMol25 dataset).

## Properties
SMILES   CC[Si@@](S)(I)C[C@@H](C)Cl.CCOCC.CCOCC.CCOCC.CCOCC.CCOCC.CCOCC.CCOCC
Strongest force on any atom   2.62 eV/Å
Kohn-Sham gap   0.3617 Ha

Cartesian coordinates (Å):
C 1.55 -1.82 -0.47
C 0.95 -1.49 -1.98
Si -0.36 -0.09 -1.92
S -0.10 1.04 -0.10
I -0.12 1.32 -3.94
C -2.12 -0.89 -1.92
C -2.23 -2.29 -1.08
C -2.53 -1.87 0.51
Cl -3.81 -3.12 -1.69
H 0.63 -1.96 0.24
H 2.20 -0.93 -0.03
H 2.28 -2.75 -0.51
H 0.58 -2.51 -2.43
H 1.89 -1.14 -2.63
H -1.39 1.46 0.26
H -2.52 -1.05 -3.03
H -2.89 -0.14 -1.42
H -1.32 -3.02 -1.19
H -2.78 -2.82 1.16
H -1.65 -1.22 0.97
H -3.52 -1.23 0.47
C -2.63 5.84 3.50
C -1.98 4.57 2.98
O -2.68 3.98 1.88
C -2.82 4.78 0.72
C -1.49 5.21 0.11
H -3.66 5.63 3.82
H -2.07 6.23 4.36
H -2.68 6.62 2.74
H -1.96 3.83 3.78
H -0.93 4.75 2.71
H -3.45 5.66 0.93
H -3.37 4.18 -0.02
H -0.90 5.81 0.80
H -1.66 5.80 -0.80
H -0.90 4.33 -0.15
C 0.51 -6.59 -6.48
C 1.05 -5.71 -5.36
O 0.09 -4.76 -4.88
C -1.10 -5.30 -4.33
C -0.86 -6.21 -3.14
H 0.17 -5.98 -7.32
H 1.28 -7.28 -6.83
H -0.34 -7.19 -6.15
H 1.89 -5.13 -5.75
H 1.44 -6.31 -4.54
H -1.68 -5.81 -5.11
H -1.71 -4.45 -4.00
H -0.26 -7.08 -3.40
H -1.82 -6.58 -2.74
H -0.33 -5.67 -2.35
C 1.80 1.21 2.91
C 1.96 2.72 2.86
O 1.37 3.39 3.98
C 1.88 3.04 5.27
C 3.37 3.32 5.42
H 0.74 0.94 2.95
H 2.24 0.75 2.02
H 2.29 0.77 3.79
H 1.45 3.10 1.97
H 3.01 3.01 2.77
H 1.65 1.99 5.49
H 1.33 3.64 6.00
H 3.97 2.75 4.71
H 3.70 3.06 6.43
H 3.57 4.38 5.25
C 0.12 -4.73 5.14
C -1.01 -4.38 4.18
O -0.70 -4.66 2.82
C -0.41 -6.02 2.51
C -1.55 -6.97 2.82
H 1.03 -4.18 4.88
H -0.15 -4.47 6.17
H 0.36 -5.79 5.12
H -1.20 -3.30 4.24
H -1.94 -4.87 4.47
H 0.52 -6.34 3.01
H -0.20 -6.06 1.43
H -1.80 -6.97 3.88
H -1.29 -8.00 2.54
H -2.45 -6.68 2.27
C -4.86 -6.71 -6.30
C -3.90 -6.76 -7.49
O -3.06 -7.91 -7.48
C -3.71 -9.17 -7.53
C -4.57 -9.36 -8.77
H -4.31 -6.72 -5.36
H -5.47 -5.80 -6.34
H -5.54 -7.56 -6.29
H -3.25 -5.88 -7.44
H -4.44 -6.69 -8.43
H -4.29 -9.33 -6.62
H -2.92 -9.93 -7.53
H -5.37 -8.63 -8.83
H -5.02 -10.36 -8.77
H -3.96 -9.25 -9.67
C 4.88 4.22 -1.35
C 4.09 4.27 -0.05
O 4.91 4.15 1.11
C 5.90 5.16 1.29
C 5.32 6.57 1.39
H 5.45 3.29 -1.42
H 4.21 4.28 -2.21
H 5.60 5.05 -1.42
H 3.40 3.42 -0.03
H 3.48 5.17 0.01
H 6.65 5.10 0.49
H 6.42 4.93 2.23
H 4.78 6.85 0.49
H 6.12 7.30 1.55
H 4.62 6.63 2.23
C 1.80 10.11 4.59
C 1.01 8.90 5.06
O -0.05 8.54 4.17
C 0.33 8.19 2.84
C 1.28 7.01 2.77
H 1.14 10.98 4.47
H 2.58 10.37 5.31
H 2.28 9.94 3.62
H 0.55 9.14 6.02
H 1.67 8.05 5.23
H 0.75 9.07 2.33
H -0.59 7.94 2.31
H 2.22 7.21 3.29
H 1.52 6.77 1.73
H 0.83 6.13 3.24

Mulliken population analysis, charges in e, atoms 1 to 99: C -0.758; C -0.099; Si -0.013; S -0.053; I -0.217; C -0.640; C 0.283; C -0.736; Cl -0.230; H 0.148; H 0.143; H 0.348; H -0.059; H 0.381; H 0.095; H 0.349; H 0.262; H 0.127; H 0.249; H 0.038; H 0.348; C -1.237; C 0.433; O -0.485; C -0.437; C -0.290; H 0.354; H 0.402; H 0.220; H 0.274; H -0.132; H 0.310; H 0.379; H -0.219; H 0.426; H 0.059; C -0.882; C -0.365; O -0.443; C 0.383; C -1.169; H 0.250; H 0.423; H 0.171; H 0.319; H 0.302; H -0.243; H 0.250; H 0.331; H 0.412; H 0.261; C -1.099; C 0.413; O -0.428; C -0.376; C -1.025; H 0.343; H 0.108; H 0.377; H 0.087; H 0.023; H 0.325; H 0.387; H 0.244; H 0.412; H 0.213; C -1.085; C -0.348; O -0.325; C -0.317; C -1.075; H 0.295; H 0.384; H 0.267; H 0.309; H 0.334; H 0.296; H 0.305; H 0.277; H 0.391; H 0.281; C -1.055; C -0.438; O -0.366; C -0.364; C -1.031; H 0.255; H 0.396; H 0.303; H 0.362; H 0.374; H 0.311; H 0.320; H 0.261; H 0.381; H 0.292; C -1.342; C 0.212; O -0.434

# 2
# C16H16N6O5Sr

C16H16N6O5Sr as an isolated structure (ωB97M-V with the def2-TZVPD basis set, the OMol25 dataset).

## Properties
Strongest force on any atom   0.50 eV/Å
Kohn-Sham gap   0.2786 Ha
Energy relative to the best compared isomer or geometry (same formula, charge and spin)   0.0 kcal per mole

Cartesian coordinates (Å):
Sr -0.18 0.24 0.08
O -2.53 -2.24 2.56
C -2.26 -1.18 2.04
O -2.07 -1.00 0.76
C -2.17 0.09 2.94
C -2.56 1.38 2.23
C -2.94 2.46 3.25
C -1.56 2.86 3.80
C -0.63 1.93 3.03
O -1.29 1.88 1.73
C -0.77 0.49 3.54
C 0.46 -0.39 3.19
O 0.84 -1.19 4.02
O 1.01 -0.17 2.04
H -2.86 -0.12 3.76
H -3.25 1.26 1.40
H -3.61 2.07 4.01
H -3.43 3.30 2.76
H -1.47 2.71 4.88
H -1.33 3.91 3.59
H 0.39 2.27 2.91
H -0.83 0.47 4.62
N -1.30 -2.88 -1.11
C -0.32 -2.61 -1.96
N 0.00 -3.56 -2.85
C 0.97 -3.25 -3.69
N 1.31 -4.16 -4.62
N 1.65 -2.08 -3.73
C 1.26 -1.22 -2.81
N 0.31 -1.39 -1.90
C 2.00 0.10 -2.80
C 3.02 0.33 -3.71
C 3.69 1.54 -3.66
C 3.33 2.48 -2.71
C 2.30 2.16 -1.84
N 1.64 1.01 -1.88
H -1.68 -3.81 -1.17
H -1.66 -2.26 -0.37
H 0.87 -5.06 -4.61
H 2.07 -3.97 -5.24
H 3.26 -0.44 -4.42
H 4.49 1.75 -4.36
H 3.83 3.43 -2.63
H 2.00 2.87 -1.08

Okay, here come the Mulliken numbers, in e, for every atom: Sr 2.105; O -0.676; C 0.039; O -1.168; C -0.107; C 0.184; C -0.895; C -0.916; C 0.098; O -0.675; C 0.018; C 0.053; O -0.692; O -0.956; H 0.515; H 0.526; H 0.360; H 0.334; H 0.379; H 0.315; H 0.579; H 0.457; N -0.195; C 0.322; N -0.701; C 0.498; N -0.335; N -0.624; C -0.203; N -0.211; C 0.632; C -0.440; C -0.420; C -0.694; C -0.146; N -0.077; H 0.203; H 0.288; H 0.247; H 0.237; H 0.488; H 0.419; H 0.395; H 0.442

# 3
# C3H3GdO4

C3H3GdO4 as an isolated structure (ωB97M-V with the def2-TZVPD basis set, the OMol25 dataset).

## Properties
Strongest force on any atom   2.41 eV/Å
Kohn-Sham gap (spin up / spin down)   0.2646 / 0.1356 Ha
Multiplicity   8

Cartesian coordinates (Å):
O 1.79 -1.70 1.28
C 1.23 -1.18 0.31
O 0.85 -1.66 -0.78
O 1.23 1.26 0.05
C 0.64 0.22 0.60
O -0.52 0.36 0.97
Gd -2.67 0.79 -1.01
C 2.65 1.29 -0.10
H 2.91 2.32 -0.34
H 3.14 0.97 0.83
H 2.97 0.63 -0.92

Okay, here come the Mulliken numbers, in e, for every atom: O -0.656; C 0.561; O -0.691; O -0.272; C 0.786; O -0.636; Gd 0.731; C -0.710; H 0.235; H 0.330; H 0.322

# 4
# C6H8BrClN2

An isolated molecule of C6H8BrClN2 (ωB97M-V with the def2-TZVPD basis set, the OMol25 dataset).

## Properties
Strongest force on any atom   3.91 eV/Å
Kohn-Sham gap (spin up / spin down)   0.2150 / 0.2747 Ha
Energy relative to the best compared isomer or geometry (same formula, charge and spin)   0.5 kcal per mole
Multiplicity   3

Cartesian coordinates (Å):
C 2.20 0.39 1.33
C 1.22 1.23 0.84
C 0.07 0.32 0.31
C -1.11 0.80 -1.87
C -0.09 -2.07 0.48
C -1.19 0.58 -0.35
N 1.79 -0.83 1.23
N 0.60 -0.88 0.59
Cl -2.08 2.02 0.37
Br 1.12 3.04 0.70
H 3.15 0.59 1.96
H -1.96 0.80 -2.57
H -0.54 -0.12 -2.19
H -0.38 1.51 -2.16
H -0.49 -2.33 -0.50
H 0.57 -2.78 0.80
H -1.02 -2.04 1.18
H -1.86 -0.25 -0.17

Okay, here come the Mulliken numbers, in e, for every atom: C -0.075; C -0.026; C -0.045; C -1.145; C -0.929; C 0.094; N -0.950; N 0.749; Cl -0.208; Br -0.054; H 0.366; H 0.380; H 0.313; H 0.360; H 0.260; H 0.348; H 0.301; H 0.261

# 5
# C3H8N2O

An isolated molecule of C3H8N2O (ωB97M-V with the def2-TZVPD basis set, the OMol25 dataset).

## Properties
SMILES   CNCC(N)=O
Strongest force on any atom   3.87 eV/Å
Kohn-Sham gap   0.3679 Ha
Energy relative to the best compared isomer or geometry (same formula, charge and spin)   31.8 kcal per mole

Cartesian coordinates (Å):
C 1.70 1.35 0.61
N 0.53 0.90 -0.18
C -0.09 -0.27 0.44
C -1.40 -0.63 -0.37
N -1.52 -1.84 -1.01
O -2.33 0.18 -0.38
H 2.48 0.57 0.52
H 1.49 1.46 1.72
H 2.12 2.21 0.19
H -0.07 1.61 -0.47
H -0.43 -0.28 1.54
H 0.50 -1.13 0.38
H -0.71 -2.16 -1.44
H -2.28 -1.96 -1.55

Okay, here come the Mulliken numbers, in e, for every atom: C -0.849; N -0.344; C -0.447; C 0.421; N -0.434; O -0.587; H 0.266; H 0.264; H 0.376; H 0.243; H 0.275; H 0.349; H 0.224; H 0.244

# 6
# C22H42BrCl34FNO4S

A 18-piece molecular cluster, C22H42BrCl34FNO4S overall (ωB97M-V with the def2-TZVPD basis set, the OMol25 dataset).

## Properties
Strongest force on any atom   3.77 eV/Å
Kohn-Sham gap   0.2581 Ha
Net charge   -1

Cartesian coordinates (Å):
C 1.34 3.23 1.20
C 0.06 3.83 0.46
C -0.84 2.74 -0.20
Br -1.03 3.22 -2.12
C -2.26 2.51 0.47
N -2.38 2.95 1.83
C -3.32 3.37 -0.37
O -4.07 2.89 -1.21
O -3.37 4.61 -0.08
S -2.66 0.69 0.34
O -3.77 0.42 1.25
O -1.54 -0.15 0.78
F -3.03 0.20 -1.16
H 2.24 3.40 0.57
H 1.24 2.13 1.37
H 1.53 3.73 2.18
H 0.49 4.44 -0.37
H -0.47 4.54 1.12
H -0.24 1.80 -0.20
H -1.63 2.62 2.47
H -3.30 2.75 2.21
C -5.22 6.69 0.66
Cl -4.06 7.01 1.95
Cl -6.26 8.10 0.35
H -4.68 6.45 -0.25
H -5.85 5.85 0.95
C -0.13 1.72 -5.63
Cl 1.29 1.93 -4.59
Cl -1.09 3.20 -5.68
H 0.20 1.48 -6.63
H -0.75 0.92 -5.23
C -0.12 -3.39 2.00
Cl -0.56 -4.52 0.72
Cl 1.33 -3.94 2.86
H 0.08 -2.42 1.57
H -0.94 -3.31 2.71
C -1.61 -5.53 5.05
Cl -0.17 -5.40 6.06
Cl -2.46 -3.98 4.96
H -1.31 -5.82 4.05
H -2.27 -6.28 5.47
C -0.86 6.49 4.50
Cl -0.36 7.88 3.53
Cl -0.60 4.98 3.64
H -0.29 6.49 5.43
H -1.92 6.58 4.73
C 2.95 -7.31 2.15
Cl 3.02 -7.48 0.40
Cl 4.38 -8.01 2.94
H 2.90 -6.26 2.39
H 2.07 -7.82 2.52
C -4.74 5.16 -3.88
Cl -3.51 6.24 -3.23
Cl -4.16 4.36 -5.35
H -4.98 4.41 -3.14
H -5.62 5.75 -4.12
C 6.28 -6.09 -1.60
Cl 5.95 -6.16 -3.33
Cl 7.13 -4.59 -1.17
H 5.34 -6.12 -1.06
H 6.90 -6.94 -1.32
C 6.13 3.73 1.26
Cl 5.39 2.13 1.38
Cl 5.01 5.00 1.76
H 7.00 3.77 1.90
H 6.42 3.91 0.23
C -5.01 -1.41 4.56
Cl -6.72 -1.81 4.36
Cl -4.79 -0.02 5.64
H -4.49 -2.26 4.99
H -4.58 -1.17 3.59
C -0.41 1.31 5.15
Cl -1.18 2.80 5.71
Cl -0.12 1.35 3.40
H 0.53 1.19 5.67
H -1.07 0.48 5.37
C 3.35 -1.76 -4.11
Cl 3.17 -0.79 -2.64
Cl 2.26 -1.24 -5.40
H 4.37 -1.67 -4.46
H 3.13 -2.80 -3.87
C 6.91 -0.28 -1.57
Cl 6.58 -0.31 -3.30
Cl 7.77 1.19 -1.10
H 5.97 -0.34 -1.03
H 7.53 -1.14 -1.32
C -3.99 0.65 -4.81
Cl -2.55 -0.22 -5.35
Cl -5.41 0.22 -5.78
H -4.19 0.39 -3.77
H -3.82 1.71 -4.89
C 6.59 -8.16 -6.78
Cl 4.96 -7.74 -6.27
Cl 6.60 -9.62 -7.78
H 7.00 -7.34 -7.36
H 7.20 -8.33 -5.90
C 1.59 -4.07 -7.80
Cl 1.68 -4.18 -9.56
Cl 3.04 -4.74 -7.04
H 1.51 -3.02 -7.52
H 0.72 -4.61 -7.45
C -6.48 0.61 9.05
Cl -5.11 0.96 10.12
Cl -7.87 0.01 9.96
H -6.76 1.52 8.53
H -6.17 -0.15 8.34

Mulliken population analysis, charges in e, atoms 1 to 99: C -0.831; C -0.209; C -0.750; Br -0.064; C 1.011; N -0.065; C -0.261; O -0.692; O -0.573; S 1.295; O -0.692; O -0.636; F -0.167; H 0.270; H 0.193; H 0.107; H 0.466; H 0.196; H 0.512; H -0.370; H 0.297; C 0.108; Cl -0.119; Cl -0.223; H -0.022; H 0.240; C -0.017; Cl -0.126; Cl -0.124; H 0.412; H -0.169; C 0.344; Cl -0.188; Cl -0.161; H 0.151; H -0.123; C -0.312; Cl -0.142; Cl -0.096; H 0.221; H 0.312; C -0.553; Cl -0.174; Cl 0.062; H 0.367; H 0.299; C 0.075; Cl -0.146; Cl -0.172; H -0.044; H 0.283; C -0.036; Cl -0.157; Cl -0.206; H 0.011; H 0.371; C -0.096; Cl -0.103; Cl -0.135; H 0.044; H 0.301; C -0.304; Cl -0.121; Cl -0.140; H 0.329; H 0.234; C 0.415; Cl -0.181; Cl -0.160; H -0.170; H 0.109; C -0.420; Cl -0.169; Cl -0.003; H 0.314; H 0.276; C -0.200; Cl -0.089; Cl -0.135; H 0.160; H 0.268; C -0.025; Cl -0.158; Cl -0.171; H 0.149; H 0.202; C 0.631; Cl -0.200; Cl -0.197; H 0.066; H -0.292; C -0.238; Cl -0.135; Cl -0.166; H 0.280; H 0.254; C -0.112; Cl -0.171; Cl -0.111